Record 1
Computed, not measured: a cluster of 2 separate species, C4H8S in total, with the ωB97M-V functional and the def2-TZVPD basis.

Molecular weight: 88.18 g mol⁻¹
Relative energy (zero: lowest compared OMol25 entry of this formula, charge and spin): 115.4 kcal/mol
Highest occupied orbital energy: -8.315 eV
Orbital gap: 0.297 Eh

```
! RIJCOSX wB97M-V def2-TZVPD def2/J DEFGRID3
* xyz 0 1
C -0.782 -1.296 0.037
C 0.629 -0.842 -0.156
C 0.773 0.621 0.307
C -0.347 1.568 -0.143
H -1.269 -0.585 -1.187
H -0.894 -2.471 -0.041
H -1.215 -0.976 1.096
H 1.724 -1.355 0.209
H 0.461 -0.816 -1.292
H 1.929 0.994 0.534
H 0.250 0.497 1.363
H -1.562 1.714 0.017
S 0.303 2.947 -0.743
*
```


Record 2
Computed, not measured: a structure of composition C4H8S, with the ωB97M-V functional and the def2-TZVPD basis.

Molecular weight: 88.18 g mol⁻¹
Relative energy (zero: lowest compared OMol25 entry of this formula, charge and spin): 106.9 kcal/mol
Highest occupied orbital energy: -8.538 eV
Orbital gap: 0.341 Eh

```
! RIJCOSX wB97M-V def2-TZVPD def2/J DEFGRID3
* xyz 0 1
C 0.206 1.396 0.041
C 0.755 0.082 -0.592
C 0.678 -1.204 0.346
C -0.469 -0.798 -0.541
H 1.035 2.299 0.578
H -0.166 2.138 -0.732
H -0.760 1.373 0.586
H 1.727 0.129 -1.167
H 1.222 -1.991 0.174
H 1.005 -0.867 1.579
H -0.561 -1.841 -1.164
H -2.634 -0.666 1.039
S -2.039 -0.049 -0.146
*
```


Record 3
Computed, not measured: the molecule C4H8S2, with the ωB97M-V functional and the def2-TZVPD basis.

Molecular weight: 120.24 g mol⁻¹
Relative energy (zero: lowest compared OMol25 entry of this formula, charge and spin): 67.0 kcal/mol
Highest occupied orbital energy: -8.606 eV
Orbital gap: 0.293 Eh
Structure (SMILES): CC(=S)[C@H](C)S

```
! RIJCOSX wB97M-V def2-TZVPD def2/J DEFGRID3
* xyz 0 1
C -0.976 -1.706 0.381
C -0.650 -0.337 -0.312
S -2.110 0.339 -1.063
C 0.652 0.236 0.099
C 0.487 1.840 0.306
S 1.897 -0.481 -0.988
H -0.882 -1.879 1.473
H -0.161 -2.418 0.018
H -1.900 -2.053 0.142
H 0.845 -0.099 1.145
H 1.267 2.103 1.203
H -0.668 2.091 0.645
H 0.595 2.296 -0.752
H 1.604 0.068 -2.297
*
```


Record 4
Computed, not measured: the molecule C4H8S2, with the ωB97M-V functional and the def2-TZVPD basis.

Molecular weight: 120.24 g mol⁻¹
Relative energy (zero: lowest compared OMol25 entry of this formula, charge and spin): 35.4 kcal/mol
Highest occupied orbital energy: -8.484 eV
Orbital gap: 0.333 Eh
Structure (SMILES): C=C(CS)SC

```
! RIJCOSX wB97M-V def2-TZVPD def2/J DEFGRID3
* xyz 0 1
C -0.093 -0.504 1.344
C -0.447 -0.364 0.025
C -1.702 0.376 -0.315
S -1.443 2.215 -0.163
S 0.409 -1.176 -1.330
C 2.103 -0.714 -0.913
H 0.845 -0.845 1.682
H -0.606 0.243 2.027
H -2.477 0.158 0.449
H -2.041 0.165 -1.341
H -2.046 2.372 1.033
H 2.420 -1.290 -0.038
H 2.275 0.378 -0.691
H 2.804 -1.013 -1.770
*
```


Record 5
Computed, not measured: the molecule C4H8SSi, with the ωB97M-V functional and the def2-TZVPD basis.

Molecular weight: 116.26 g mol⁻¹
Relative energy (zero: lowest compared OMol25 entry of this formula, charge and spin): 47.9 kcal/mol
Highest occupied orbital energy: -7.888 eV
Orbital gap: 0.317 Eh

```
! RIJCOSX wB97M-V def2-TZVPD def2/J DEFGRID3
* xyz 0 1
C -0.187 -0.988 1.580
C 0.759 -1.663 0.961
C -1.035 -0.135 0.825
C -0.203 -0.157 -1.163
Si 0.458 1.602 -1.396
S 1.071 -1.263 -0.696
H -0.290 -0.721 2.640
H 1.629 -2.354 1.359
H -2.126 -0.291 0.749
H -0.915 0.942 1.021
H -1.149 -0.581 -1.560
H 1.863 1.507 -1.719
H 0.340 2.066 0.058
H -0.213 2.037 -2.659
*
```


Record 6
Computed, not measured: a cluster of 2 separate species, C4H8Si in total, with the ωB97M-V functional and the def2-TZVPD basis.

Molecular weight: 84.19 g mol⁻¹
Relative energy (zero: lowest compared OMol25 entry of this formula, charge and spin): 112.2 kcal/mol
Highest occupied orbital energy (alpha / beta): -9.050 / -8.878 eV
Orbital gap (alpha / beta): 0.309 / 0.306 Eh

```
! RIJCOSX wB97M-V def2-TZVPD def2/J DEFGRID3
* xyz 0 1
C 3.348 0.230 -0.280
C 2.213 -0.088 -0.036
C -2.343 -0.121 -0.135
C 0.958 -0.337 0.356
Si -0.585 0.794 0.110
H 4.373 0.185 -0.305
H -2.536 -0.599 -1.121
H -2.428 -0.958 0.575
H -3.079 0.628 0.006
H 0.949 -0.687 1.307
H 0.300 -1.945 -0.569
H -0.629 1.640 1.289
H -0.541 1.260 -1.198
*
```


Record 7
Computed, not measured: a cluster of 2 separate species, C4H8Si in total, with the ωB97M-V functional and the def2-TZVPD basis.

Molecular weight: 84.19 g mol⁻¹
Relative energy (zero: lowest compared OMol25 entry of this formula, charge and spin): 95.7 kcal/mol
Highest occupied orbital energy: -8.507 eV
Orbital gap: 0.312 Eh
Structure (SMILES): C=[SiH2].C#CC

```
! RIJCOSX wB97M-V def2-TZVPD def2/J DEFGRID3
* xyz 0 1
C -0.723 -2.040 1.847
Si -0.883 -2.843 0.307
H 0.274 -2.155 2.246
H -1.454 -1.264 1.912
H -2.141 -3.226 -0.169
H 0.174 -3.295 -0.741
C 0.330 1.030 0.466
C 0.569 1.829 -0.389
C 0.901 2.689 -1.499
H 0.049 0.333 1.204
H 0.961 2.245 -2.404
H 0.131 3.347 -1.483
H 1.815 3.351 -1.296
*
```


Record 8
Computed, not measured: the molecule C4H9BN2O2, with the ωB97M-V functional and the def2-TZVPD basis.

Molecular weight: 127.94 g mol⁻¹
Relative energy (zero: lowest compared OMol25 entry of this formula, charge and spin): 47.4 kcal/mol
Highest occupied orbital energy: -7.683 eV
Orbital gap: 0.291 Eh
Structure (SMILES): CN1N=CC[C@@H]1B(O)O

```
! RIJCOSX wB97M-V def2-TZVPD def2/J DEFGRID3
* xyz 0 1
C -0.524 0.679 2.034
N -0.677 -0.207 0.937
N -1.874 -0.711 0.741
C -2.102 -1.119 -0.448
C -0.859 -0.714 -1.376
C -0.026 0.174 -0.355
B 1.545 -0.073 -0.556
O 1.961 -1.126 -1.285
O 2.436 0.960 -0.253
H -1.353 0.503 2.834
H 0.503 0.425 2.644
H -0.359 1.732 1.685
H -2.951 -1.650 -0.916
H -0.473 -1.565 -1.887
H -1.269 -0.040 -2.314
H -0.407 1.152 -0.373
H 2.864 -1.434 -1.096
H 3.263 1.109 -0.732
*
```


Record 9
Computed, not measured: a structure of composition C4H9BN3O2, with the ωB97M-V functional and the def2-TZVPD basis.

Molecular weight: 141.95 g mol⁻¹
Relative energy (zero: lowest compared OMol25 entry of this formula, charge and spin): 24.2 kcal/mol
Highest occupied orbital energy: -11.986 eV
Orbital gap: 0.311 Eh

```
! RIJCOSX wB97M-V def2-TZVPD def2/J DEFGRID3
* xyz 1 1
B -2.450 -0.519 -0.430
C 2.458 -0.132 -0.857
C 2.891 -0.384 0.420
C 1.147 0.387 -1.211
C -0.939 0.779 0.076
N 0.226 0.476 -0.339
N -1.338 1.783 0.866
N 2.154 -0.788 1.488
O -3.258 -0.598 0.517
O -2.485 -1.039 -1.730
H 3.269 0.192 -1.536
H 3.969 -0.510 0.545
H 1.185 0.855 -2.183
H -2.281 1.625 1.084
H -0.962 2.782 0.877
H 1.180 -1.084 1.346
H 2.555 -1.066 2.383
H -4.129 -0.994 0.637
H -3.193 -1.764 -1.953
*
```


Record 10
Computed, not measured: the ion C4H9BNO2 with charge +1, with the ωB97M-V functional and the def2-TZVPD basis.

Molecular weight: 113.93 g mol⁻¹
Relative energy (zero: lowest compared OMol25 entry of this formula, charge and spin): 72.7 kcal/mol
Highest occupied orbital energy (alpha / beta): -12.950 / -12.949 eV
Orbital gap (alpha / beta): 0.253 / 0.252 Eh

```
! RIJCOSX wB97M-V def2-TZVPD def2/J DEFGRID3
* xyz 1 1
B 1.456 0.641 -0.206
C -1.624 0.003 0.717
C -1.751 -0.391 -0.551
C -0.338 -0.323 1.497
C 0.834 -0.500 0.684
N -0.795 -0.921 -1.398
O 1.721 1.707 0.538
O 1.742 0.205 -1.451
H -2.492 0.467 1.071
H -2.865 -0.353 -0.788
H -0.008 0.676 1.967
H -0.517 -1.070 2.408
H 1.314 -1.472 0.949
H -1.238 -1.070 -2.276
H 0.147 -0.568 -1.442
H 2.554 2.130 0.469
H 1.858 0.839 -2.186
*
```


Record 11
Computed, not measured: a structure of composition C4H9BNaO6S, with the ωB97M-V functional and the def2-TZVPD basis.

Molecular weight: 218.98 g mol⁻¹
Highest occupied orbital energy: -14.291 eV
Orbital gap: 0.376 Eh

```
! RIJCOSX wB97M-V def2-TZVPD def2/J DEFGRID3
* xyz 1 1
C -2.312 1.444 -0.602
C -2.465 -0.062 -0.521
O -1.853 -0.642 0.650
B -0.646 -0.279 1.122
O -0.396 -0.126 2.456
C 0.633 -0.123 0.133
C 1.847 0.512 0.782
O 2.985 0.073 -0.015
S 2.533 -0.972 -1.079
O 2.181 -0.332 -2.289
O 3.503 -2.023 -1.145
O 1.183 -1.448 -0.303
H -1.351 1.770 -1.002
H -2.510 1.914 0.364
H -3.071 1.829 -1.286
H -2.099 -0.556 -1.425
H -3.522 -0.309 -0.443
H -0.935 0.534 2.912
H 0.383 0.388 -0.796
H 1.804 1.598 0.828
H 2.019 0.146 1.793
Na 2.090 -3.337 -0.133
*
```


Record 12
Computed, not measured: the molecule C4H9BO, with the ωB97M-V functional and the def2-TZVPD basis.

Molecular weight: 83.93 g mol⁻¹
Relative energy (zero: lowest compared OMol25 entry of this formula, charge and spin): 106.1 kcal/mol
Highest occupied orbital energy (alpha / beta): -7.332 / -7.333 eV
Orbital gap (alpha / beta): 0.270 / 0.270 Eh

```
! RIJCOSX wB97M-V def2-TZVPD def2/J DEFGRID3
* xyz 0 1
B 0.797 0.312 -0.786
C -0.176 -0.905 -0.784
C -0.818 -1.154 0.637
C -1.451 0.104 1.135
C 1.904 1.230 -0.774
O -0.492 1.044 1.309
H -0.900 -0.646 -1.622
H 0.376 -1.789 -0.996
H -1.555 -1.991 0.532
H -0.053 -1.349 1.359
H -1.978 0.548 0.241
H -2.053 -0.078 1.984
H 1.947 1.509 0.238
H 1.517 2.085 -1.273
H 2.937 1.081 -1.201
*
```


Record 13
Computed, not measured: the molecule C4H9BO2, with the ωB97M-V functional and the def2-TZVPD basis.

Molecular weight: 99.93 g mol⁻¹
Relative energy (zero: lowest compared OMol25 entry of this formula, charge and spin): 0.0 kcal/mol
Expectation value of S²: 2.007
Highest occupied orbital energy (alpha / beta): -7.257 / -11.161 eV
Orbital gap (alpha / beta): 0.281 / 0.390 Eh

```
! RIJCOSX wB97M-V def2-TZVPD def2/J DEFGRID3
* xyz 0 3
B 1.349 0.212 0.098
C -1.584 1.166 -0.484
C -1.181 0.473 0.815
C -0.013 -0.442 0.383
C -0.501 -1.773 -0.190
O 1.413 1.616 0.036
O 2.546 -0.426 0.041
H -1.899 0.661 -1.374
H -0.823 1.881 -0.690
H -0.730 1.130 1.615
H -2.064 -0.216 1.089
H 0.276 -2.526 -0.146
H -0.867 -1.655 -1.174
H -1.385 -2.059 0.356
H 2.142 1.962 -0.379
H 3.323 -0.004 0.006
*
```


Record 14
Computed, not measured: a cluster of 2 separate species, C4H9BrO2 in total, with the ωB97M-V functional and the def2-TZVPD basis.

Molecular weight: 169.02 g mol⁻¹
Relative energy (zero: lowest compared OMol25 entry of this formula, charge and spin): 124.2 kcal/mol
Highest occupied orbital energy (alpha / beta): -7.069 / -8.596 eV
Orbital gap (alpha / beta): 0.233 / 0.330 Eh

```
! RIJCOSX wB97M-V def2-TZVPD def2/J DEFGRID3
* xyz 0 1
C -1.021 1.243 0.720
C -1.437 0.299 -0.401
C 2.303 0.434 0.520
C -0.649 -0.938 -0.391
O 2.804 -0.208 -0.564
O -1.455 -2.026 -0.256
Br 0.636 -1.387 -2.132
H -0.256 1.962 0.456
H -0.623 0.826 1.564
H -1.803 1.900 1.092
H -1.357 0.744 -1.338
H -2.380 -0.098 -0.086
H 1.874 -0.349 1.201
H 2.155 1.570 0.637
H 2.296 -1.024 -0.721
H -1.087 -2.949 -0.301
*
```


Record 15
Computed, not measured: a cluster of 2 separate species, C4H9Cl2O2PS in total, with the ωB97M-V functional and the def2-TZVPD basis.

Molecular weight: 223.06 g mol⁻¹
Highest occupied orbital energy (alpha / beta): -8.180 / -8.438 eV
Orbital gap (alpha / beta): 0.257 / 0.283 Eh

```
! RIJCOSX wB97M-V def2-TZVPD def2/J DEFGRID3
* xyz 0 1
C -0.713 0.502 1.760
C 0.055 1.868 2.010
C 1.568 -1.873 -0.859
C 0.906 -0.313 -3.108
O 1.575 2.660 -1.347
O 0.872 2.226 0.923
P 0.282 -0.603 -1.380
S 0.371 2.357 -0.603
Cl 0.878 -2.776 0.504
Cl -0.283 0.211 -4.251
H -1.694 0.525 2.166
H -0.744 0.243 0.688
H -0.191 -0.372 2.186
H 0.688 1.829 2.847
H -0.703 2.612 2.202
H 2.460 -1.451 -0.448
H 1.925 -2.491 -1.665
H 1.572 0.473 -3.089
H 1.166 -1.325 -3.472
*
```


Record 16
Computed, not measured: a structure of composition C4H9ClN2, with the ωB97M-V functional and the def2-TZVPD basis.

Molecular weight: 120.58 g mol⁻¹
Relative energy (zero: lowest compared OMol25 entry of this formula, charge and spin): 71.1 kcal/mol
Highest occupied orbital energy: -9.180 eV
Orbital gap: 0.371 Eh

```
! RIJCOSX wB97M-V def2-TZVPD def2/J DEFGRID3
* xyz 0 1
C -0.140 -0.134 0.267
C 0.107 -1.648 0.495
C 0.868 0.497 -0.719
C -1.127 0.587 -0.661
H 1.016 0.606 1.897
H -0.629 0.506 2.393
H -0.787 -2.426 0.765
H 0.853 -1.547 1.425
H 1.687 -0.175 -1.086
H 1.513 1.321 -0.197
H -0.353 1.561 -2.029
H -2.215 0.153 -1.085
H -1.194 1.617 -0.224
N -0.021 0.646 1.648
N -0.141 0.638 -1.785
Cl 0.563 -2.204 -1.105
*
```


Total energy (computed, eV): -15107.3831 -15107.7504 -25945.5090 -25946.8791 -22986.5249 -12149.2726 -12149.9885 -12045.5427 -13529.7676 -10547.8431 -32502.8576 -7013.8996 -9063.7588 -78426.2870 -53554.5695 -19792.8452